Molecular formula: C32H58O17S2
Method: DFT, ωB97M-V/def2-TZVPD

ORCA input file:
```
! RIJCOSX wB97M-V def2-TZVPD def2/J DEFGRID3
* xyz 0 1
C 18.2492 -10.6213 -17.6828
C 17.2080 -10.6123 -16.5436
C 17.7024 -11.2671 -15.2932
O 17.2261 -10.3373 -14.2810
C 16.9792 -9.1075 -14.8528
O 16.6256 -8.1352 -14.2664
O 17.0355 -9.2457 -16.1752
H 17.9086 -10.0845 -18.5682
H 18.2783 -11.6704 -17.9770
H 19.2444 -10.2599 -17.4235
H 16.2238 -10.9898 -16.8209
H 18.7919 -11.2946 -15.2734
H 17.3151 -12.2858 -15.3093
C 17.0336 8.7942 -6.5640
C 16.7928 9.9532 -7.5644
C 16.4011 11.2395 -6.8095
O 17.3246 12.1793 -7.3220
C 18.3017 11.5825 -8.0088
O 19.1628 12.1905 -8.7087
O 18.1131 10.2852 -8.0162
H 16.3062 8.6399 -5.7671
H 18.0141 8.7988 -6.0877
H 17.0638 7.9009 -7.1879
H 16.0940 9.7612 -8.3785
H 16.4427 10.9972 -5.7476
H 15.3374 11.3702 -7.0085
C 23.5112 6.3949 -11.7487
C 22.1166 6.9603 -12.1460
C 21.7607 7.2739 -13.6410
O 20.4897 6.7182 -13.8020
C 20.1920 5.8527 -12.7657
O 19.1768 5.2101 -12.7064
O 21.1290 6.0146 -11.7220
H 23.5026 5.3050 -11.7668
H 23.6093 6.5690 -10.6772
H 24.3294 6.9447 -12.2139
H 21.9209 7.9090 -11.6463
H 22.4178 6.8645 -14.4084
H 21.8652 8.3516 -13.7667
O 2.2597 4.6255 -7.5777
S 2.3174 3.4152 -8.3877
O 2.3495 2.0170 -7.8789
C 0.9317 3.5364 -9.5860
C 1.6206 4.0699 -10.8334
C 2.9084 3.2666 -10.9837
C 3.6920 3.5275 -9.7122
H 0.0885 4.1175 -9.2126
H 0.5051 2.5907 -9.9203
H 1.0096 3.8103 -11.6980
H 1.8146 5.1400 -10.9062
H 3.5468 3.5769 -11.8109
H 2.5956 2.2226 -10.9699
H 4.0426 4.5591 -9.6823
H 4.5151 2.9296 -9.3209
O 11.7992 -2.7144 -0.2257
S 13.2492 -2.4901 -0.0569
O 14.0222 -2.1469 -1.2262
C 13.5150 -1.3106 1.3234
C 13.8439 -2.1940 2.5081
C 14.6038 -3.4876 2.1509
C 14.0046 -3.9604 0.8335
H 12.5337 -0.8686 1.4960
H 14.2620 -0.7026 0.8129
H 14.4833 -1.6392 3.1948
H 12.9372 -2.5320 3.0097
H 14.6407 -4.2681 2.9109
H 15.6376 -3.1691 2.0164
H 13.3063 -4.7878 0.9594
H 14.6164 -4.4876 0.1016
C 20.9718 -1.7841 -9.7911
C 21.6902 -3.0209 -9.2238
C 20.8787 -4.2394 -8.7550
O 22.9049 -3.1095 -9.1318
H 21.7049 -1.0943 -10.2093
H 20.6303 -1.3096 -8.8712
H 20.1544 -2.0032 -10.4780
H 20.7508 -4.8399 -9.6556
H 19.9051 -3.9613 -8.3515
H 21.5141 -4.7509 -8.0320
C 3.4203 -4.5194 -8.4658
C 2.7840 -5.5845 -7.6575
C 1.5195 -5.2339 -6.8294
O 3.0987 -6.7561 -7.5846
H 2.7400 -4.1558 -9.2359
H 4.3623 -4.8421 -8.9093
H 3.6976 -3.6548 -7.8627
H 0.7228 -5.6234 -7.4632
H 1.2625 -4.1746 -6.8318
H 1.4710 -5.8078 -5.9040
C 7.0246 7.0048 -2.8665
C 8.2991 6.2785 -3.2622
C 8.5238 4.8112 -3.0066
O 9.1084 6.8460 -3.9435
H 6.4615 7.5799 -3.6016
H 7.3031 7.6542 -2.0366
H 6.2283 6.4041 -2.4270
H 8.0155 4.3476 -2.1611
H 9.5966 4.6343 -2.9295
H 8.0187 4.3454 -3.8528
C 12.5316 1.0885 -8.8480
C 12.3632 -0.1697 -9.7049
C 13.5606 -0.6780 -10.3852
O 11.2644 -0.6713 -10.0735
H 11.4849 1.3884 -8.7969
H 13.1020 1.7078 -9.5403
H 12.9205 0.9319 -7.8419
H 13.9485 0.0611 -11.0862
H 13.2404 -1.4154 -11.1213
H 14.3972 -1.0104 -9.7707
*
```

LUMO (eV): 0.583
Energy (Eh): -3329.4065
Energy above the lowest of the compared OMol25 structures with the same formula, charge and spin (eV): 4.769
Kohn-Sham gap (eV): 9.987
Max |F| (eV/Å): 5.36
Highest occupied orbital energy (eV): -9.4

Molecular formula: C32H58O19S5
Method: DFT, ωB97M-V/def2-TZVPD

ORCA input file:
```
! RIJCOSX wB97M-V def2-TZVPD def2/J DEFGRID3
* xyz 0 1
C -0.6584 2.2395 0.1045
C 0.7218 1.5894 0.1214
C 0.9119 0.0976 -0.5641
O 1.6539 0.4478 -1.7578
C 2.0132 1.7072 -1.8044
O 2.6103 2.1521 -2.7152
O 1.5919 2.4272 -0.6079
H -1.1966 1.8707 0.8184
H -1.1612 2.2664 -0.8708
H -0.4018 3.2701 0.3961
H 1.1071 1.5435 1.2099
H -0.0174 -0.4061 -0.8320
H 1.4807 -0.4730 0.2497
C 0.0150 1.9521 4.5939
C -0.4348 3.5303 4.7708
C 0.0341 4.4302 3.6557
O -1.2099 4.7375 3.0172
C -2.2392 4.1887 3.5985
O -3.3410 4.3169 3.1709
O -1.7751 3.5047 4.6332
H -0.4475 1.1358 5.2974
H 0.9642 2.0756 5.0350
H 0.0730 1.4277 3.7468
H -0.0866 3.8433 5.6888
H 0.8603 4.0750 3.1296
H 0.3591 5.3856 4.1942
C -0.2839 1.4823 -4.6224
C -1.6617 1.0404 -4.0363
C -2.6919 2.0722 -3.8937
O -3.8083 1.5392 -4.7327
C -3.4608 0.5238 -5.3536
O -4.2298 -0.0133 -6.1587
O -2.2515 0.0934 -5.0524
H 0.4036 0.5601 -4.9180
H 0.1147 2.3216 -4.0622
H -0.4138 1.9233 -5.5248
H -1.6362 0.4259 -3.0909
H -2.3994 3.0857 -3.9860
H -2.9486 2.2038 -2.9174
O 5.3538 -0.2374 5.0581
S 4.0010 -0.5835 4.7479
O 2.9802 -0.0373 5.5660
C 3.5612 -0.1487 3.0891
C 3.3859 -1.4210 2.3154
C 2.9034 -2.5043 3.3798
C 3.8441 -2.3679 4.6093
H 4.4481 0.4244 2.7045
H 2.4786 0.4478 2.9576
H 2.7396 -1.4665 1.5379
H 4.4003 -1.7916 1.9132
H 2.9350 -3.5782 2.7429
H 1.9940 -2.2084 3.6473
H 4.5791 -3.0734 4.5800
H 3.0996 -2.4853 5.4763
O -8.1822 3.2373 -0.1226
S -7.1211 3.2915 0.8870
O -7.3038 4.0727 2.0185
C -6.6920 1.6784 1.3593
C -5.2476 1.7077 1.3097
C -4.8458 2.4434 0.0539
C -5.6909 3.7535 0.0895
H -7.0477 0.8915 0.8676
H -6.9951 1.5849 2.3683
H -4.8068 2.2018 2.1906
H -4.9838 0.5857 1.4270
H -5.0896 1.9426 -0.9570
H -3.7131 2.7602 0.0407
H -5.7452 4.2268 -0.9453
H -5.1019 4.4557 0.6809
O 7.8187 -2.1161 -3.9031
S 7.3737 -0.7659 -4.0368
O 8.1959 0.3452 -3.7081
C 6.6449 -0.5918 -5.6396
C 5.8152 0.5621 -5.5458
C 5.1737 0.4416 -4.0968
C 5.8176 -0.5954 -3.1992
H 6.1271 -1.4125 -5.8084
H 7.4315 -0.5412 -6.5025
H 6.4490 1.5709 -5.7187
H 5.1941 0.8683 -6.4280
H 4.0793 0.0620 -4.3125
H 5.2808 1.4630 -3.7831
H 5.2094 -1.4028 -3.2256
H 5.9693 -0.4259 -2.1248
O -0.0727 -0.7306 2.3644
S -1.2478 -1.1901 3.1154
O -2.3007 -0.2275 3.2035
C -1.7929 -2.7506 2.5910
C -2.1092 -3.3921 3.9315
C -0.9980 -3.1501 4.8700
C -0.6757 -1.6587 4.7466
H -1.1534 -3.2460 1.8444
H -2.6644 -2.6680 2.0652
H -2.9983 -3.0341 4.4548
H -2.3145 -4.4685 3.6932
H 0.0441 -3.6854 4.6567
H -1.5785 -3.3532 5.9113
H 0.3910 -1.5054 4.8464
H -1.1976 -1.0501 5.3221
O -1.9162 -5.8016 -1.5414
S -1.9484 -4.8145 -2.6221
O -3.2743 -4.7413 -3.2023
C -1.4259 -3.1677 -2.1188
C -0.0118 -3.0019 -2.6516
C 0.1084 -3.8003 -3.9932
C -0.6541 -5.0739 -3.8507
H -1.6282 -2.8809 -1.0030
H -1.9933 -2.3870 -2.6564
H 0.2648 -1.9643 -2.6506
H 0.6783 -3.4203 -2.0374
H 1.1742 -4.1901 -4.1269
H -0.4293 -3.1080 -4.7472
H 0.0501 -5.8911 -3.3042
H -1.2030 -5.5046 -4.6019
*
```

LUMO (eV): -0.450
Energy (Eh): -4674.1749
Energy above the lowest of the compared OMol25 structures with the same formula, charge and spin (eV): 9.441
Kohn-Sham gap (eV): 9.718
Max |F| (eV/Å): 7.56
Highest occupied orbital energy (eV): -10.2

Molecular formula: C32H58O23S3
Method: DFT, ωB97M-V/def2-TZVPD

ORCA input file:
```
! RIJCOSX wB97M-V def2-TZVPD def2/J DEFGRID3
* xyz -2 1
O 39.0827 -21.2644 -7.9015
C 38.4295 -20.6348 -6.8223
C 37.6244 -19.2819 -6.9059
O 38.0303 -18.0673 -7.4178
H 39.0362 -20.7034 -5.8897
H 37.6693 -21.3451 -6.4244
H 37.5242 -19.1643 -5.7993
H 36.6141 -19.5183 -7.3020
C 37.2945 -18.1680 -11.1284
C 37.0720 -19.6460 -10.9296
C 36.1636 -19.9997 -9.7505
O 34.9291 -20.4350 -10.3684
C 35.0624 -20.3431 -11.6908
O 34.1615 -20.4572 -12.4706
O 36.3451 -20.1882 -12.0293
H 36.3200 -17.6612 -11.1257
H 37.7066 -17.9689 -12.1225
H 37.9215 -17.5880 -10.4527
H 38.0558 -20.1146 -10.8820
H 35.9905 -19.1260 -9.1299
H 36.6219 -20.7775 -9.1429
C 40.4020 -16.2847 -3.6921
C 39.3782 -17.3642 -3.9068
C 39.9616 -18.7946 -3.9458
O 38.9569 -19.5359 -3.2717
C 38.2393 -18.7430 -2.4972
O 37.5716 -19.0884 -1.5711
O 38.4200 -17.4494 -2.8515
H 39.9402 -15.2927 -3.6572
H 41.1078 -16.1676 -4.5148
H 40.9003 -16.4143 -2.7294
H 38.9303 -17.2608 -4.8993
H 40.9514 -18.9395 -3.4966
H 40.1119 -19.1726 -4.9584
C 37.8556 -23.4000 -4.4863
C 37.8436 -24.8224 -5.0328
C 38.0314 -24.8658 -6.5096
O 38.9312 -25.9523 -6.7791
C 39.3458 -26.4504 -5.5632
O 40.0923 -27.3658 -5.4332
O 38.8535 -25.7254 -4.5656
H 38.8246 -22.9491 -4.7099
H 37.6178 -23.3719 -3.4262
H 37.1212 -22.8370 -5.0609
H 36.8864 -25.2128 -4.6736
H 38.4960 -23.9362 -6.8522
H 37.0627 -25.1001 -6.9374
C 38.5055 -22.8236 -12.5188
C 38.3872 -23.6837 -11.2934
C 37.3857 -23.1453 -10.2556
O 36.8155 -24.3993 -9.8235
C 36.7837 -25.2317 -10.8518
O 36.0438 -26.1783 -10.8989
O 37.6663 -24.8421 -11.7790
H 37.5759 -22.5897 -13.0388
H 39.1404 -23.2988 -13.2678
H 38.8352 -21.8247 -12.2113
H 39.2754 -24.0006 -10.7556
H 36.7173 -22.4157 -10.7116
H 37.8729 -22.6456 -9.4091
C 38.5033 -14.9387 -8.9762
C 37.6145 -14.6148 -7.7679
C 37.9102 -15.2340 -6.4036
O 38.0010 -14.1006 -5.5077
C 37.7198 -12.9625 -6.1944
O 37.6015 -11.8562 -5.7420
O 37.7592 -13.2007 -7.4840
H 38.9352 -15.9385 -8.9668
H 39.3035 -14.2045 -9.0887
H 37.9075 -14.8188 -9.8836
H 36.5728 -14.6867 -8.0804
H 38.8538 -15.7629 -6.3315
H 37.0457 -15.8120 -6.0889
C 43.2336 -20.8271 -7.4229
C 43.1284 -21.1252 -5.9700
C 41.8657 -21.8423 -5.4475
O 42.3535 -22.8972 -4.6507
C 43.7169 -22.9308 -4.6789
O 44.4182 -23.6643 -4.0612
O 44.1549 -22.0203 -5.5577
H 43.4908 -21.6399 -8.1041
H 43.8213 -19.9357 -7.6374
H 42.2427 -20.6147 -7.8536
H 43.0680 -20.1871 -5.4054
H 41.3058 -22.2079 -6.3148
H 41.2582 -21.1342 -4.8889
C 35.4222 -22.9673 -7.6242
S 33.9798 -22.5931 -6.6771
O 32.8602 -23.2604 -7.3903
C 33.9724 -20.7637 -6.9969
H 35.2942 -22.6469 -8.6630
H 35.6002 -24.0314 -7.6998
H 36.2186 -22.3113 -7.2521
H 33.9382 -20.5388 -8.0627
H 34.9149 -20.4723 -6.5305
H 33.1111 -20.2610 -6.5684
C 42.0479 -22.4990 -10.7909
S 41.8712 -24.2771 -10.3954
O 43.2061 -24.9610 -10.2586
C 41.3845 -23.8777 -8.6698
H 42.4923 -22.3723 -11.7809
H 42.7833 -22.1124 -10.0859
H 41.1014 -21.9632 -10.7734
H 42.3140 -23.5577 -8.2003
H 40.9896 -24.8356 -8.3349
H 40.6750 -23.0614 -8.4706
C 35.4923 -16.8386 -7.9070
S 33.7604 -17.0359 -8.4961
O 33.3021 -17.9266 -7.3676
C 33.4441 -15.2739 -8.2178
H 35.5293 -16.5320 -6.8704
H 36.1321 -16.3368 -8.6349
H 35.8140 -17.8764 -8.0063
H 32.4243 -14.9305 -8.3944
H 34.1063 -14.7812 -8.9353
H 33.7800 -14.8940 -7.2527
*
```

LUMO (eV): 3.473
Energy (Eh): -4179.1347
Energy above the lowest of the compared OMol25 structures with the same formula, charge and spin (eV): 0.000
Kohn-Sham gap (eV): 5.518
Max |F| (eV/Å): 2.73
Highest occupied orbital energy (eV): -2.0

Molecular formula: C32H59BBrCl16F3NO5S
Method: DFT, ωB97M-V/def2-TZVPD

ORCA input file:
```
! RIJCOSX wB97M-V def2-TZVPD def2/J DEFGRID3
* xyz -1 1
C -1.1922 -6.4207 -2.3212
C -1.0915 -6.3730 -0.7896
S -2.1579 -5.1539 0.0281
C -0.9543 -3.8312 0.3499
B -0.6864 -2.6752 -0.7765
C -1.8629 -2.3779 -1.8723
C -1.5664 -2.7852 -3.3242
C -2.3395 -1.9774 -4.3884
C -1.4794 -0.9708 -5.1670
N -1.5612 0.3981 -4.6321
C -0.5028 1.2391 -4.9077
C -0.5418 2.5930 -4.2494
O 0.3747 0.9413 -5.6994
O -0.5471 -1.3749 0.0756
C 0.4986 -0.6691 -0.2862
Br -0.1958 1.0577 -1.2530
C 1.4027 -1.5552 -1.2342
C 2.7807 -1.9214 -0.6040
C 3.4990 -0.9241 0.3291
C 3.8967 0.3763 -0.3033
F 4.6359 0.1792 -1.4069
F 2.8961 1.1651 -0.6418
F 4.6699 1.1041 0.5324
C 1.5589 -0.9631 -2.6531
C 2.2053 -1.8532 -3.6860
O 1.9015 -2.9470 -3.9962
O 3.2882 -1.2301 -4.3066
O 0.6997 -2.7702 -1.3052
H -2.1617 -6.0225 -2.6338
H -1.1359 -7.4485 -2.6921
H -0.4211 -5.8060 -2.7894
H -0.0695 -6.1373 -0.4849
H -1.3553 -7.3463 -0.3650
H -0.0033 -4.3242 0.5872
H -1.2958 -3.3481 1.2671
H -2.8198 -2.8412 -1.6006
H -2.0372 -1.2899 -1.8445
H -1.7952 -3.8486 -3.4421
H -0.4974 -2.6900 -3.5325
H -3.1984 -1.4761 -3.9218
H -2.7629 -2.6621 -5.1333
H -1.8140 -0.9406 -6.2082
H -0.4379 -1.3050 -5.1725
H -1.7642 0.4005 -3.6327
H -0.4419 3.3151 -5.0580
H -1.4604 2.7780 -3.6930
H 0.3137 2.6859 -3.5772
H 0.9886 -0.2409 0.5894
H 3.5055 -2.2122 -1.3712
H 2.5719 -2.8098 -0.0130
H 2.9446 -0.7343 1.2517
H 4.4443 -1.3873 0.6361
H 2.1411 -0.0425 -2.6238
H 0.5687 -0.6886 -3.0259
H 2.9797 -0.8163 -5.1273
Cl 1.9580 -3.3904 2.6260
C 3.3811 -3.0107 3.6227
C 3.0174 -2.3195 4.9107
Cl 2.4086 -0.6698 4.6143
H 4.0468 -2.3852 3.0316
H 3.8837 -3.9535 3.8349
H 3.9060 -2.2218 5.5329
H 2.2558 -2.8643 5.4630
Cl -3.1471 -2.6010 2.5900
C -3.9657 -2.9207 4.1309
C -3.7536 -4.3316 4.6153
Cl -4.5994 -5.5350 3.6079
H -5.0260 -2.7081 4.0073
H -3.5500 -2.2230 4.8578
H -4.1524 -4.4311 5.6243
H -2.6968 -4.5874 4.6208
Cl -3.6557 0.8569 2.8230
C -4.3894 1.5132 4.3000
C -3.3739 1.7671 5.3840
Cl -2.6754 0.2551 6.0335
H -5.1567 0.8172 4.6317
H -4.8616 2.4600 4.0396
H -3.8477 2.2818 6.2184
H -2.5479 2.3702 5.0160
Cl -3.9513 4.4040 -4.1916
C -4.6411 2.8053 -4.5871
C -5.2272 2.1172 -3.3801
Cl -3.9737 1.6208 -2.2216
H -3.8496 2.2033 -5.0302
H -5.4198 2.9721 -5.3296
H -5.7362 1.2116 -3.7080
H -5.9370 2.7534 -2.8570
Cl 1.2573 -0.1567 7.5969
C 0.4995 0.2016 9.1680
C -0.5039 1.3211 9.0661
Cl 0.2693 2.8945 8.7273
H 1.2895 0.4366 9.8772
H -0.0128 -0.7021 9.4955
H -1.0340 1.4270 10.0112
H -1.2225 1.1328 8.2727
Cl -0.4548 8.8049 7.3178
C 0.6671 7.7901 8.2624
C 0.1258 6.4046 8.4993
Cl -1.2808 6.4082 9.5951
H 0.8624 8.3025 9.2008
H 1.5926 7.7226 7.6933
H 0.8926 5.7905 8.9682
H -0.1825 5.9326 7.5701
Cl -0.9796 6.2789 -9.5719
C 0.1073 5.2042 -8.6466
C -0.5839 3.9519 -8.1778
Cl -1.8043 4.2813 -6.9239
H 0.4982 5.7755 -7.8089
H 0.9280 4.9372 -9.3098
H 0.1458 3.2759 -7.7309
H -1.0797 3.4389 -8.9977
Cl 9.3497 2.3459 -1.7795
C 7.7220 2.1690 -2.4959
C 7.7094 1.2160 -3.6608
Cl 8.5957 1.8616 -5.0721
H 7.3823 3.1586 -2.7888
H 7.0668 1.7868 -1.7148
H 6.6814 1.0470 -3.9761
H 8.1589 0.2626 -3.3975
*
```

LUMO (eV): 1.662
Energy (Eh): -12345.6292
Kohn-Sham gap (eV): 6.341
Max |F| (eV/Å): 1.39
Highest occupied orbital energy (eV): -4.7